1 | {"formula": "C7H8", "method": "ωB97M-V/def2-TZVPD", "species": ["C", "C", "C", "C", "C", "C", "C", "H", "H", "H", "H", "H", "H", "H", "H"], "xyz": [[-1.19051, -0.97910, 0.34732], [0.81668, -0.09438, -0.06865], [3.44053, -0.07963, -0.05268], [-0.11528, 1.07614, -0.50242], [4.67849, -0.21753, 0.10640], [-1.47090, 0.48996, -0.15410], [0.31791, -1.17299, 0.38931], [5.58872, -0.57413, 0.61053], [-1.57169, -1.05734, 1.40277], [-2.00390, 0.48117, -1.17766], [-1.90462, 0.94011, 0.80487], [-0.05239, 1.37424, -1.54317], [0.74188, -1.99559, 0.84990], [-1.62647, -1.61912, -0.37752], [0.03164, 1.99115, 0.02834]], "lowdin_charge": [-0.165, 0.066, -0.082, -0.170, -0.165, -0.174, -0.092, -0.010, 0.127, 0.140, 0.134, 0.105, 0.096, 0.093, 0.096], "lumo_energy_ev": [-1.3, -1.3]}


2 | {"formula": "C7H8", "method": "ωB97M-V/def2-TZVPD", "species": ["C", "C", "C", "C", "C", "C", "C", "H", "H", "H", "H", "H", "H", "H", "H"], "xyz": [[1.60360, 0.15675, 0.54158], [-1.41612, 2.23644, -1.73488], [-0.93457, 1.16943, -1.45181], [-0.64303, -2.25521, 1.81867], [-0.30276, -1.28388, 1.19290], [0.09042, -0.07496, 0.45653], [-0.39447, -0.12306, -1.02204], [1.87589, 1.07246, 0.00604], [0.43866, -0.41730, -1.67255], [-1.16877, -0.88770, -1.14227], [-1.85327, 3.17705, -1.98790], [2.14485, -0.68374, 0.09316], [-0.94988, -3.10880, 2.38177], [1.92504, 0.25208, 1.58269], [-0.41560, 0.77043, 0.93812]], "lowdin_charge": [-0.070, 0.109, -0.146, 0.120, -0.123, -0.387, -0.177, 0.083, 0.120, 0.119, 0.023, 0.085, 0.024, 0.082, 0.139], "lumo_energy_ev": 1.0, "smiles": "C#CC[C@H](C)C#C"}


Which one is most stable, and which one is least stable? 2 is the most stable of them, while 1 is the least stable.


1 | {"formula": "C7H8", "method": "ωB97M-V/def2-TZVPD", "species": ["C", "C", "C", "C", "C", "C", "C", "H", "H", "H", "H", "H", "H", "H", "H"], "xyz": [[-1.18317, 0.26180, -0.52547], [-2.15388, 0.95815, -0.38037], [0.16361, 0.44049, 1.22944], [-0.31087, 1.18781, 2.04317], [0.29454, -1.74486, -0.03615], [1.25182, 0.39631, -1.00798], [0.16716, -0.21770, -0.10914], [1.27964, -2.02089, 0.35495], [1.13991, 1.48332, -1.03362], [0.18341, -2.18422, -1.03315], [2.24621, 0.15272, -0.62083], [-2.99924, 1.58576, -0.20316], [-0.77270, 1.86091, 2.73138], [-0.47015, -2.16964, 0.61950], [1.16371, 0.01003, -2.02858]], "lowdin_charge": [-0.093, 0.121, -0.095, 0.121, -0.045, -0.046, -0.568, 0.087, 0.090, 0.087, 0.088, 0.038, 0.039, 0.088, 0.088], "lumo_energy_ev": 0.8, "smiles": "C#CC(C)(C)C#C"}


2 | {"formula": "C7H8", "method": "ωB97M-V/def2-TZVPD", "species": ["C", "C", "C", "C", "C", "C", "C", "H", "H", "H", "H", "H", "H", "H", "H"], "xyz": [[-0.12722, 1.52960, 0.42267], [0.05085, -1.02704, 0.82752], [-0.25188, 2.64752, 0.86065], [0.11929, 0.22405, -0.18764], [-0.31084, -2.36936, 0.47063], [-0.54327, 0.02100, -1.52631], [1.35248, -0.43679, 0.25614], [-0.32520, -0.98691, -1.88264], [2.00777, 0.08796, 0.94467], [1.84157, -1.06763, -0.48145], [-1.62887, 0.12367, -1.40673], [-0.20327, 0.77315, -2.24305], [-0.41489, -0.51669, 1.65250], [-1.21311, -2.64648, 1.05268], [-0.35341, 3.64395, 1.24035]], "lowdin_charge": [-0.080, -0.315, 0.144, -0.433, 0.129, -0.032, -0.059, 0.082, 0.118, 0.120, 0.095, 0.088, 0.112, -0.003, 0.033], "lumo_energy_ev": -0.5}


3 | {"formula": "C7H8", "method": "ωB97M-V/def2-TZVPD", "species": ["C", "C", "C", "C", "C", "C", "C", "H", "H", "H", "H", "H", "H", "H", "H"], "xyz": [[0.21293, 0.50483, 0.21300], [-1.02030, -1.65398, 0.09098], [1.43646, 1.58390, 1.31949], [1.94245, 0.82762, 0.47439], [-2.08300, -2.14565, -0.21429], [0.24150, -1.02175, 0.45020], [0.06506, 0.91900, -1.24699], [-0.88255, 0.52793, -1.64142], [1.26035, 2.30951, 2.08927], [-0.65640, 0.89132, 0.76815], [-3.01240, -2.60099, -0.48037], [0.47106, -1.22084, 1.50626], [0.06682, 2.01068, -1.34481], [0.89292, 0.52246, -1.84751], [1.06510, -1.45402, -0.13636]], "lowdin_charge": [-0.370, -0.150, 0.038, -0.035, 0.115, -0.224, -0.096, 0.078, 0.068, 0.136, 0.024, 0.125, 0.084, 0.084, 0.121], "lumo_energy_ev": 1.0}


4 | {"formula": "C7H8", "method": "ωB97M-V/def2-TZVPD", "species": ["C", "C", "C", "C", "C", "C", "C", "H", "H", "H", "H", "H", "H", "H", "H"], "xyz": [[1.32394, 1.60526, 0.18660], [1.89586, 0.40630, 0.01383], [2.78640, -0.55820, -0.21751], [-0.26394, -0.85794, 0.61498], [-2.30039, 0.69941, -0.10557], [-0.97551, 0.00868, -0.38490], [0.33749, 0.57254, 0.20890], [0.18063, -1.84093, 0.32467], [-3.09864, 0.05810, -0.42119], [-0.56802, -0.84686, 1.57559], [3.75974, -0.41077, 0.06622], [-2.22175, 1.15148, 0.94859], [-2.44503, 1.56875, -0.64824], [2.40719, -1.58070, -0.68834], [-0.81796, 0.02489, -1.47362]], "lowdin_charge": [0.127, -0.303, 0.033, -0.002, -0.058, -0.258, -0.226, 0.114, 0.070, 0.066, 0.017, 0.120, 0.042, 0.107, 0.151], "lumo_energy_ev": 0.0}


Which one is most stable, and which one is least stable? 1 is the most stable of them, while 4 is the least stable.


1 | {"formula": "C7H8", "method": "ωB97M-V/def2-TZVPD", "species": ["C", "C", "C", "C", "C", "C", "C", "H", "H", "H", "H", "H", "H", "H", "H"], "xyz": [[0.10358, 0.28480, -0.10260], [-0.21963, -1.32095, 0.06003], [-1.57381, -1.67945, 0.33943], [-0.00385, -0.57327, -1.27424], [2.53442, 1.02408, 0.71432], [1.44213, 0.67203, 0.34128], [-0.98602, 1.27736, 0.26439], [-0.80814, 2.24368, -0.22123], [-0.90176, -0.46599, -1.86970], [0.89686, -0.85500, -1.80169], [-1.57559, -2.53018, 1.06354], [-1.00331, 1.44367, 1.34619], [3.50730, 1.31437, 1.05723], [-1.95251, 0.88040, -0.04439], [0.65565, -1.84033, 0.44780]], "lowdin_charge": [-0.421, -0.299, 0.133, -0.069, 0.139, -0.080, -0.041, 0.089, 0.116, 0.119, 0.005, 0.091, 0.032, 0.069, 0.118], "lumo_energy_ev": -0.3}


2 | {"formula": "C7H8", "method": "ωB97M-V/def2-TZVPD", "species": ["C", "C", "C", "C", "C", "C", "C", "H", "H", "H", "H", "H", "H", "H", "H"], "xyz": [[1.61938, -0.92520, 1.69531], [1.11453, 0.45465, 1.33558], [-1.94327, 0.20551, -0.39829], [-0.55975, 0.50057, -0.66501], [0.27297, 0.59119, 0.34890], [-3.08539, -0.10755, -0.16713], [-0.08590, 0.55568, -2.09942], [1.43440, 1.30936, 1.93064], [-4.08498, -0.40817, 0.05410], [-0.30426, -0.40075, -2.58673], [-0.58837, 1.34497, -2.66659], [1.59041, -1.57267, 0.81398], [0.99352, 0.72369, -2.13401], [0.98207, -1.37529, 2.46453], [2.64463, -0.89598, 2.07414]], "lowdin_charge": [-0.097, -0.137, -0.106, -0.317, 0.000, 0.120, -0.053, 0.102, 0.023, 0.083, 0.080, 0.077, 0.080, 0.076, 0.068], "lumo_energy_ev": 1.0, "smiles": "C#CC(C)=C=CC"}


3 | {"formula": "C7H8", "method": "ωB97M-V/def2-TZVPD", "species": ["C", "C", "C", "C", "C", "C", "C", "H", "H", "H", "H", "H", "H", "H", "H"], "xyz": [[-1.50346, -0.36795, -0.55192], [1.33608, -1.15278, -1.17242], [0.69412, 1.12370, 1.55613], [3.25962, -0.10394, 0.42577], [0.86680, 0.26951, 0.37555], [-0.04854, -0.27945, -0.41137], [2.16571, -0.37130, -0.20536], [0.36040, 0.47215, 2.42293], [-0.19382, 1.86640, 1.36912], [1.64130, 1.62119, 1.68530], [1.59698, -1.09432, -2.27730], [-1.93181, -0.76489, 0.35571], [-1.75048, -1.18829, -1.38258], [1.19055, -2.19526, -0.89651], [-1.94446, 0.54475, -0.83124]], "lowdin_charge": [-0.062, -0.029, -0.056, 0.220, -0.304, -0.139, -0.374, 0.107, 0.119, 0.060, 0.112, 0.073, 0.129, 0.088, 0.056], "lumo_energy_ev": -0.2}


Which one is most stable, and which one is least stable? 2 is the most stable of them, while 3 is the least stable.


1 | {"formula": "C7H8", "method": "ωB97M-V/def2-TZVPD", "species": ["C", "C", "C", "C", "C", "C", "C", "H", "H", "H", "H", "H", "H", "H", "H"], "xyz": [[-0.63716, -0.35237, -0.53067], [-1.90708, -0.93751, -1.11853], [1.24431, 0.65488, 1.20843], [0.45759, 1.55999, 0.48504], [1.44171, -0.60569, 0.67525], [0.36991, -1.16401, -0.03594], [-0.50293, 1.04832, -0.37417], [-1.71332, -1.99547, -1.32376], [0.26389, -2.21537, -0.27033], [-2.71297, -1.03071, -0.39237], [-2.07497, -0.34738, -2.01106], [0.82800, 2.49467, 0.07348], [2.00713, 0.91444, 1.93289], [2.09262, -1.30380, 1.18628], [-0.80745, 1.61936, -1.24602]], "lowdin_charge": [-0.291, -0.050, -0.102, -0.096, -0.081, -0.058, -0.069, 0.070, 0.106, 0.082, 0.075, 0.108, 0.095, 0.101, 0.110], "lumo_energy_ev": 0.9, "smiles": "Cc1ccccc1"}


2 | {"formula": "C7H8", "method": "ωB97M-V/def2-TZVPD", "species": ["C", "C", "C", "C", "C", "C", "C", "H", "H", "H", "H", "H", "H", "H", "H"], "xyz": [[2.19334, 0.66688, 2.24131], [1.42802, 0.69757, 1.18697], [0.65432, 0.64789, -1.38098], [-0.56749, 0.68542, -0.46205], [-1.70776, -1.63099, -0.56395], [0.74502, 0.74360, 0.09964], [-1.53859, -0.38442, -0.06411], [-2.18189, -0.10111, 0.75974], [-1.15771, -2.24778, -1.37094], [0.99508, 1.46344, -1.98723], [-2.50296, -2.18661, 0.03365], [2.67654, 1.65257, 2.59569], [2.27207, -0.27311, 2.80289], [0.93528, -0.39032, -1.88797], [-1.20911, 1.68959, -0.49848]], "lowdin_charge": [-0.012, -0.058, -0.039, -0.277, -0.007, -0.236, -0.162, 0.094, 0.083, 0.088, 0.063, 0.087, 0.057, 0.144, 0.176], "lumo_energy_ev": 1.1, "smiles": "C=C=C1C[C@H]1C=C"}


3 | {"formula": "C7H8", "method": "ωB97M-V/def2-TZVPD", "species": ["C", "C", "C", "C", "C", "C", "C", "H", "H", "H", "H", "H", "H", "H", "H"], "xyz": [[0.84590, 1.07413, -0.26849], [-3.75118, -0.13527, -0.92201], [1.33756, 0.15361, 0.82524], [-1.32792, -0.19580, -0.09096], [2.46046, -0.88020, 0.70540], [-2.45511, -0.22042, -0.71760], [-0.07721, 0.00227, 0.17444], [3.39756, -0.55491, 1.19555], [-3.95579, 0.69054, -1.57081], [0.62851, 2.11306, -0.25597], [1.31839, 0.71719, -1.28122], [-4.59635, -0.57880, -0.54139], [2.59042, -0.99608, -0.30444], [1.16400, 0.64359, 1.87815], [2.42076, -1.83290, 1.17411]], "lowdin_charge": [-0.102, 0.006, -0.239, -0.005, -0.059, -0.092, -0.171, 0.086, 0.047, 0.093, 0.146, 0.028, 0.039, 0.162, 0.063], "lumo_energy_ev": 0.6, "smiles": "C=C=C=C1C[C@@H]1C"}


Which one is most stable, and which one is least stable? 1 is the most stable of them, while 3 is the least stable.


1 | {"formula": "H5N3", "method": "ωB97M-V/def2-TZVPD", "species": ["N", "N", "N", "H", "H", "H", "H", "H"], "xyz": [[1.15588, -0.69669, -1.37698], [0.77754, -1.72492, -0.73240], [-0.66117, 0.95444, 0.74323], [-1.01999, 1.88604, 0.56942], [1.37215, 0.05792, -0.66506], [0.54146, -1.46803, 0.24182], [-1.31467, 0.44946, 1.39691], [-0.85120, 0.54179, -0.17695]], "lowdin_charge": [-0.044, -0.041, -0.014, 0.006, 0.037, 0.023, 0.040, -0.007], "lumo_energy_ev": 0.6, "smiles": "[H]/N=N\\[H].N"}


2 | {"formula": "H5N3", "method": "ωB97M-V/def2-TZVPD", "species": ["N", "N", "N", "H", "H", "H", "H", "H"], "xyz": [[0.82251, -0.54177, -0.63250], [-0.93462, 0.51357, 0.58596], [-0.53263, -0.12043, -0.57530], [0.93527, -1.40440, -0.25921], [-0.74010, 0.69724, -1.27546], [-0.12205, 1.20851, 0.79776], [1.53189, -0.11061, 0.04057], [-0.96028, -0.24212, 1.31819]], "lowdin_charge": [-0.041, -0.083, -0.281, 0.000, 0.140, 0.094, 0.089, 0.081], "lumo_energy_ev": 1.2, "smiles": "NNN"}


3 | {"formula": "H5N3", "method": "ωB97M-V/def2-TZVPD", "species": ["N", "N", "N", "H", "H", "H", "H", "H"], "xyz": [[0.42967, -0.01897, -0.66088], [0.83296, -0.60137, 0.48413], [-0.31368, 1.13391, -0.26151], [1.27659, -1.54800, 0.49321], [-0.99860, 1.46661, -0.92124], [-0.56814, 0.96601, 0.67007], [0.24757, -0.31696, 1.32632], [-0.90637, -1.08123, -1.13009]], "lowdin_charge": [-0.220, -0.106, -0.044, 0.116, 0.075, 0.023, 0.102, 0.055], "lumo_energy_ev": [0.5, 0.8]}


Which one is most stable, and which one is least stable? 1 is the most stable of them, while 3 is the least stable.